Formula: C6H3CuO5
Source: OMol25
Level of theory: ωB97M-V/def2-TZVPD

Positions of all 15 atoms, in Å:
C -0.18 1.53 -0.93
C 0.60 1.00 0.20
O 3.01 1.74 0.43
C 1.97 1.36 0.28
O -0.51 0.77 -1.84
H -0.30 2.62 -1.02
Cu -1.34 0.68 -3.37
O -1.28 -1.98 0.85
C -0.05 -2.48 0.33
C -1.17 -0.70 1.03
O 0.11 -3.59 -0.03
O 0.76 -1.43 0.22
C 0.16 -0.29 0.79
H -2.01 -0.13 1.45
H 0.25 0.89 1.60

Calculated values
Expectation value of S² ... 0.77
Calculated total energy ... -2245.58126 a.u.
Highest occupied orbital energy (alpha / beta) ... -23.29 / -23.23 eV
LUMO level (alpha / beta) ... -15.1 / -17.7 eV
Multiplicity ... 2
Total charge ... +3